Entry 1:
ORCA calculation (ωB97M-V/def2-TZVPD) on a molecular structure, C5H11ClOSSi.

Computed properties:
- HOMO energy (spin up / spin down): -8.4 / -8.4 eV
- Orbital gap (spin up / spin down): 6.9 / 6.9 eV

Each line ends with the natural charge from an NBO analysis.
Positions of all 20 atoms, in Å:
C (0.2736, 0.8137, -1.5363)  -1.16
C (3.4399, -1.4044, 0.0138)  -0.63
C (-1.9440, -1.4701, -0.8926)  -0.61
C (-1.0000, 2.0421, 1.5282)  -1.16
C (-2.2519, -0.1164, -0.2527)  -0.94
O (1.7826, 2.0453, 0.1218)  -0.96
Si (-0.6832, 0.9313, -0.0081)  1.81
S (1.8178, 1.3344, -1.2002)  1.11
Cl (1.9563, -2.0077, 0.6120)  -0.03
H (4.3406, -1.9250, 0.3483)  0.23
H (3.4894, -0.2945, 0.1557)  0.22
H (3.4015, -1.4086, -1.1111)  0.22
H (-1.5878, -1.2532, -1.9038)  0.23
H (-1.1560, -2.0329, -0.3551)  0.21
H (-2.8377, -2.0091, -0.9239)  0.21
H (-2.0233, 1.7227, 1.8624)  0.24
H (-0.2286, 1.7069, 2.1892)  0.26
H (-1.0003, 3.1459, 1.4844)  0.28
H (-2.7526, -0.2106, 0.7122)  0.22
H (-3.0362, 0.3904, -0.8440)  0.26

***

Entry 2:
ORCA calculation (ωB97M-V/def2-TZVPD) on a molecular structure, C5H11CuN5O6S.

Computed properties:
- Multiplicity: 2
- HOMO energy (spin up / spin down): -7.3 / -8.3 eV
- Relative energy (zero: lowest compared OMol25 entry of this formula, charge and spin): 0.2225 eV
- Orbital gap (spin up / spin down): 7.5 / 8.0 eV

Each line ends with the natural charge from an NBO analysis.
Positions of all 29 atoms, in Å:
Cu (-1.1731, 0.7358, -0.8158)  0.78
C (3.8419, 0.1080, 0.8139)  -0.25
O (3.0060, 1.2664, 0.8957)  -0.50
C (1.9306, 1.2450, 0.1016)  0.89
O (1.6765, 0.3706, -0.6957)  -0.68
N (1.2123, 2.3970, 0.2887)  -0.48
N (-0.1331, 2.4329, -0.1430)  -0.71
H (4.6854, 0.3117, 1.4653)  0.20
H (4.1772, -0.0511, -0.2091)  0.19
H (3.2991, -0.7689, 1.1633)  0.19
H (1.3794, 2.8597, 1.1706)  0.41
H (-0.2322, 3.2119, -0.7824)  0.38
H (-0.7192, 2.5990, 0.6757)  0.42
N (-0.5855, -1.3148, -0.2883)  -0.71
N (-1.1373, -2.2225, -1.1913)  -0.44
C (-1.7576, -1.7996, -2.3089)  0.30
N (-2.1554, -2.7849, -3.1433)  -0.79
S (-2.0188, -0.1962, -2.7099)  -0.27
H (0.4233, -1.2475, -0.3884)  0.41
H (-0.8375, -1.5382, 0.6680)  0.41
H (-0.8669, -3.1920, -1.1204)  0.38
H (-2.2209, -3.7371, -2.8246)  0.39
H (-2.7301, -2.5186, -3.9230)  0.42
O (-3.0101, -0.0264, 2.8898)  -0.55
C (-2.4488, 0.5450, 2.0062)  0.79
O (-2.6021, 1.0617, 0.9116)  -0.70
C (-0.5820, 0.7198, 2.4558)  0.78
O (-0.3872, 1.8818, 2.7264)  -0.64
O (-0.0337, -0.3482, 2.3117)  -0.64

***

Entry 3:
ORCA calculation (ωB97M-V/def2-TZVPD) on a gas-phase ion, C5H11FNO2S (charge +1).

Computed properties:
- SMILES: O=S(=O)(F)[C@@H]1CCC[NH2+]C1
- HOMO energy: -14.9 eV
- Orbital gap: 11.0 eV
- Charge: +1

Each line ends with the natural charge from an NBO analysis.
Positions of all 21 atoms, in Å:
O (3.0455, 1.1146, -0.3899)  -0.84
S (2.4509, -0.1646, 0.0317)  2.28
O (2.4288, -0.2854, 1.5029)  -0.87
F (3.3701, -1.4054, -0.5427)  -0.46
C (0.7920, -0.4502, -0.7169)  -0.48
C (0.0534, 0.9135, -1.0849)  -0.41
C (-0.6960, 1.5344, 0.1546)  -0.44
C (-1.6269, 0.4836, 0.8980)  -0.24
N (-1.5323, -0.8795, 0.2549)  -0.51
C (-0.1165, -1.3677, 0.2143)  -0.26
H (0.9435, -0.9688, -1.7017)  0.28
H (0.7210, 1.6278, -1.6185)  0.29
H (-0.7420, 0.6101, -1.8248)  0.21
H (0.0729, 1.9318, 0.8553)  0.25
H (-1.3715, 2.3439, -0.2262)  0.25
H (-2.6893, 0.8045, 0.9675)  0.25
H (-1.2294, 0.3628, 1.9320)  0.24
H (-2.0299, -1.5171, 0.8934)  0.45
H (-2.0102, -0.9186, -0.6506)  0.44
H (-0.0753, -2.3944, -0.2234)  0.26
H (0.2412, -1.3752, 1.2750)  0.28

***

Entry 4:
ORCA calculation (ωB97M-V/def2-TZVPD) on a molecular structure, C5H11FO3Rh.

Computed properties:
- Multiplicity: 5
- HOMO energy (spin up / spin down): -12.6 / -13.8 eV
- Orbital gap (spin up / spin down): 9.6 / 6.3 eV
- Charge: +1

Each line ends with the natural charge from an NBO analysis.
Positions of all 21 atoms, in Å:
F (5.6307, 0.2309, 0.1118)  0.01
C (3.0162, 0.3796, 0.0209)  -0.24
H (3.3779, 1.4153, 0.0549)  0.21
H (3.2507, -0.2084, 0.9190)  0.21
H (3.2983, -0.1106, -0.9168)  0.23
C (-2.5807, -0.5410, -1.4072)  -0.12
O (-1.4300, -0.9362, -2.0845)  -0.66
C (-2.3311, 0.7144, -0.5716)  -0.10
O (-1.1205, 0.4728, 0.1558)  -0.57
C (-0.4617, 1.5925, 0.7371)  -0.10
C (0.9288, 1.1357, 1.1059)  -0.10
O (1.5013, 0.4691, -0.0337)  -0.61
Rh (0.1244, -0.5300, -1.0629)  1.17
H (-2.9463, -1.3396, -0.7299)  0.19
H (-3.4108, -0.3103, -2.1009)  0.21
H (-3.1517, 0.9250, 0.1295)  0.22
H (-2.1742, 1.5894, -1.2243)  0.19
H (-1.0009, 1.9433, 1.6284)  0.23
H (-0.4187, 2.4095, -0.0009)  0.20
H (0.9039, 0.4254, 1.9476)  0.21
H (1.5366, 2.0195, 1.3813)  0.22

***

Entry 5:
ORCA calculation (ωB97M-V/def2-TZVPD) on a molecular structure, C5H11FeO4.

Computed properties:
- Multiplicity: 6
- HOMO energy (spin up / spin down): -7.1 / -8.2 eV
- Relative energy (zero: lowest compared OMol25 entry of this formula, charge and spin): 0.4013 eV
- Orbital gap (spin up / spin down): 7.7 / 7.7 eV

Each line ends with the natural charge from an NBO analysis.
Positions of all 21 atoms, in Å:
O (-0.4766, -2.0370, 1.3766)  -0.81
C (0.3341, -1.4019, 2.1101)  0.34
C (1.1934, -0.3955, 1.6032)  -0.28
O (1.1912, -0.2883, 0.2060)  -0.62
C (0.6400, 0.9245, -0.2955)  -0.09
C (0.0129, 0.6609, -1.6388)  -0.10
O (-0.9395, -0.3746, -1.4734)  -0.61
C (-1.7855, -0.5498, -2.5953)  -0.25
Fe (0.1775, -2.2073, -0.6717)  0.87
H (0.3850, -1.6131, 3.1929)  0.17
H (2.2199, -0.4158, 1.9915)  0.21
H (1.4244, 1.6903, -0.3876)  0.19
H (-0.1322, 1.2914, 0.3962)  0.22
H (0.7709, 0.3604, -2.3831)  0.18
H (-0.4771, 1.5795, -1.9978)  0.20
H (-2.4548, -1.3891, -2.3745)  0.21
H (-2.3771, 0.3621, -2.7669)  0.19
H (-1.1974, -0.7835, -3.4976)  0.18
H (0.6171, 0.7674, 2.4066)  0.43
O (0.1525, 1.6790, 3.0887)  -1.09
H (0.7214, 2.1403, 3.7105)  0.46

***

Entry 6:
ORCA calculation (ωB97M-V/def2-TZVPD) on a gas-phase ion, C5H11IN3 (charge +1).

Computed properties:
- SMILES: CC(C)NCN=[N+]=CI
- HOMO energy: -13.6 eV
- Relative energy (zero: lowest compared OMol25 entry of this formula, charge and spin): 5.7220 eV
- Orbital gap: 7.8 eV
- Charge: +1

Each line ends with the natural charge from an NBO analysis.
Positions of all 20 atoms, in Å:
C (-0.5112, -1.6954, 0.7670)  -0.62
C (-0.8988, -0.2894, 0.2565)  -0.06
C (-2.1123, -0.3820, -0.8074)  -0.63
N (0.2452, 0.1954, -0.5113)  -0.60
C (0.3588, 1.4989, -0.7526)  -0.16
N (1.3597, 2.3328, 0.0019)  0.07
N (2.1200, 1.7144, 0.6564)  -0.02
C (2.4002, 0.5489, 1.1643)  -0.04
I (3.6939, -0.6798, -0.1482)  0.28
H (0.5310, -1.6071, 1.0097)  0.19
H (-1.0789, -1.7326, 1.6784)  0.23
H (-0.8407, -2.5745, 0.0432)  0.24
H (-1.2923, 0.2336, 1.1281)  0.22
H (-2.8645, -1.1692, -0.3702)  0.23
H (-1.8870, -0.7388, -1.8709)  0.23
H (-2.5021, 0.5704, -0.9806)  0.21
H (0.9966, -0.4184, -0.7875)  0.42
H (-0.6376, 2.0828, -0.7791)  0.27
H (0.5528, 1.8901, -1.8514)  0.28
H (2.3672, 0.2200, 2.1537)  0.26

***

Entry 7:
ORCA calculation (ωB97M-V/def2-TZVPD) on 2 unconnected molecules or ions with the total composition C5H11INO.

Computed properties:
- HOMO energy (spin up / spin down): -11.9 / -11.8 eV
- Relative energy (zero: lowest compared OMol25 entry of this formula, charge and spin): 4.7562 eV
- Orbital gap (spin up / spin down): 7.4 / 7.8 eV
- Charge: +1

Each line ends with the natural charge from an NBO analysis.
Positions of all 19 atoms, in Å:
C (1.0541, 1.1071, -0.1502)  0.06
C (-0.7173, 0.5926, 1.2956)  0.20
C (-0.9157, -0.4828, -1.2734)  -0.24
C (-1.0381, 0.1244, 2.6614)  -0.71
C (1.3176, -1.3325, -1.4694)  -0.45
N (0.3890, -0.2306, -1.5860)  -0.49
O (0.6404, 0.5362, 0.9155)  -0.39
I (-2.3626, 0.6609, -2.2608)  0.23
H (2.1784, 1.3013, -0.1849)  0.22
H (0.5067, 1.9711, -0.5019)  0.18
H (-1.4983, 1.1820, 0.8259)  0.22
H (-1.4196, -1.3447, -0.8103)  0.26
H (-0.5488, -0.7124, 3.1454)  0.26
H (-2.1447, 0.1508, 2.8195)  0.26
H (-0.7399, 1.0336, 3.1937)  0.26
H (1.2266, -1.8901, -0.4446)  0.25
H (1.2559, -1.9950, -2.3598)  0.24
H (2.3479, -0.9882, -1.4757)  0.23
H (0.4685, 0.3163, -2.3399)  0.41

***

Entry 8:
ORCA calculation (ωB97M-V/def2-TZVPD) on a single C5H11IOS molecule.

Computed properties:
- SMILES: CO[C@H](SI)C(C)C
- HOMO energy: -8.3 eV
- Relative energy (zero: lowest compared OMol25 entry of this formula, charge and spin): 0.4661 eV
- Orbital gap: 8.4 eV

Each line ends with the natural charge from an NBO analysis.
Positions of all 19 atoms, in Å:
C (-0.3393, -2.3831, -0.8910)  -0.26
O (-0.9353, -1.1155, -0.6446)  -0.58
C (-0.5296, -0.4280, 0.4757)  0.12
S (-2.0108, 0.8831, 0.8517)  -0.12
I (-3.7450, -0.5108, 0.2394)  0.08
C (0.7403, 0.4965, 0.1891)  -0.29
C (0.7836, 1.4760, 1.3201)  -0.63
C (0.7072, 1.1224, -1.1177)  -0.60
H (0.3410, -2.1540, -1.7890)  0.18
H (-1.2216, -2.9283, -1.2001)  0.22
H (0.3788, -2.6355, -0.0427)  0.19
H (-0.3366, -0.9816, 1.4602)  0.19
H (1.5828, -0.1846, 0.2981)  0.20
H (0.4317, 2.5285, 1.0828)  0.23
H (0.0647, 1.1640, 2.1610)  0.22
H (1.8522, 1.5003, 1.8631)  0.22
H (-0.0819, 1.7416, -1.1496)  0.21
H (0.7588, 0.5910, -1.9971)  0.22
H (1.5590, 1.8179, -1.1095)  0.21

***

Entry 9:
ORCA calculation (ωB97M-V/def2-TZVPD) on a molecular structure, C5H11InO2.

Computed properties:
- HOMO energy: -14.2 eV
- Relative energy (zero: lowest compared OMol25 entry of this formula, charge and spin): 0.7477 eV
- Orbital gap: 1.7 eV
- Charge: +2

Each line ends with the natural charge from an NBO analysis.
Positions of all 19 atoms, in Å:
In (3.5975, -3.2697, 3.3014)  1.00
C (-3.8240, 1.3025, 5.0372)  -0.55
C (-2.9339, 1.1956, 3.7571)  -0.14
O (-1.9103, 0.2299, 3.8020)  0.01
H (-4.3888, 0.4083, 5.3010)  0.26
H (-4.5229, 2.1072, 4.8091)  0.28
H (-3.2826, 1.5808, 5.9414)  0.28
H (-2.6355, 2.2165, 3.5190)  0.23
H (-3.6013, 0.8221, 2.9804)  0.37
C (2.0488, 0.2899, -2.9850)  -0.70
C (2.2789, -1.1082, -3.4739)  0.62
O (2.3475, -2.0030, -2.6277)  -0.46
C (2.5973, -1.3243, -4.9436)  -0.71
H (3.0536, 0.6530, -2.7692)  0.26
H (1.4368, 0.2816, -2.0831)  0.24
H (1.6152, 0.8710, -3.7989)  0.24
H (2.5365, -2.3879, -5.1739)  0.26
H (3.6598, -1.0840, -4.9832)  0.26
H (1.9271, -0.7813, -5.6100)  0.25

***

Entry 10:
ORCA calculation (ωB97M-V/def2-TZVPD) on a single C5H11N molecule.

Computed properties:
- SMILES: CC[C@@H]1CCN1
- HOMO energy: -8.8 eV
- Relative energy (zero: lowest compared OMol25 entry of this formula, charge and spin): 1.7054 eV
- Orbital gap: 10.0 eV

Each line ends with the natural charge from an NBO analysis.
Positions of all 17 atoms, in Å:
C (1.6258, 0.6717, -0.2107)  -0.63
C (1.1708, -0.7247, 0.2127)  -0.42
C (-0.3094, -0.9051, 0.3832)  -0.05
C (-1.2904, -0.6369, -0.7581)  -0.42
C (-1.5239, 0.7709, -0.0709)  -0.22
N (-0.9957, 0.1657, 1.1479)  -0.62
H (2.7377, 0.7751, -0.2264)  0.22
H (1.2830, 1.1563, -1.1565)  0.21
H (1.1922, 1.4541, 0.4895)  0.20
H (1.5391, -0.9518, 1.2005)  0.21
H (1.6531, -1.4763, -0.5177)  0.21
H (-0.3221, -1.8426, 0.9564)  0.18
H (-2.1808, -1.3428, -0.8310)  0.22
H (-0.7272, -0.6618, -1.7264)  0.20
H (-2.5631, 1.2157, 0.0161)  0.19
H (-0.8744, 1.5825, -0.6059)  0.16
H (-0.4147, 0.7501, 1.6971)  0.35

***

Entry 11:
ORCA calculation (ωB97M-V/def2-TZVPD) on a single C5H11N molecule.

Computed properties:
- SMILES: C/C=C/CNC
- HOMO energy: -8.4 eV
- Relative energy (zero: lowest compared OMol25 entry of this formula, charge and spin): 1.2593 eV
- Orbital gap: 9.6 eV

Each line ends with the natural charge from an NBO analysis.
Positions of all 17 atoms, in Å:
C (-2.6175, 0.0698, 1.0433)  -0.66
C (-1.2763, 0.5587, 0.5859)  -0.17
C (-0.7679, 0.3690, -0.6261)  -0.21
C (0.6512, 0.7118, -0.9352)  -0.25
N (1.5561, -0.4371, -1.1222)  -0.63
C (2.3988, -0.7560, -0.0099)  -0.41
H (-3.4344, 0.4122, 0.4152)  0.22
H (-2.8639, 0.3335, 2.0776)  0.22
H (-2.6150, -1.0197, 1.1007)  0.22
H (-0.6451, 1.0567, 1.3170)  0.19
H (-1.3355, -0.1556, -1.3972)  0.19
H (1.0909, 1.2590, -0.1066)  0.19
H (0.8427, 1.4253, -1.7446)  0.19
H (1.0458, -1.2330, -1.4813)  0.35
H (3.0369, 0.0872, 0.2356)  0.19
H (3.0578, -1.5933, -0.2588)  0.20
H (1.8754, -1.0886, 0.9067)  0.16

***

Entry 12:
ORCA calculation (ωB97M-V/def2-TZVPD) on 2 unconnected molecules or ions with the total composition C5H11N.

Computed properties:
- HOMO energy (spin up / spin down): -7.2 / -7.2 eV
- Relative energy (zero: lowest compared OMol25 entry of this formula, charge and spin): 4.5302 eV
- Orbital gap (spin up / spin down): 8.1 / 8.1 eV

Each line ends with the natural charge from an NBO analysis.
Positions of all 17 atoms, in Å:
C (-2.1202, 0.5497, 1.0812)  -0.89
C (-0.9772, -0.5610, -1.2629)  -0.20
N (0.0527, -0.6350, -0.4827)  -0.23
C (0.5085, -0.8356, 0.7677)  -0.27
C (1.1163, 0.2501, -0.0238)  -0.06
C (2.5005, 0.1522, -0.6090)  -0.63
H (-2.9390, -0.1725, 0.9865)  0.20
H (-2.1711, 1.0427, 2.0506)  0.21
H (-2.2283, 1.3045, 0.2940)  0.20
H (-1.7796, -1.2793, -1.1439)  0.20
H (-1.0482, 0.2528, -1.9739)  0.19
H (-1.1448, 0.0103, 1.1099)  0.23
H (0.8976, -1.7237, 1.2349)  0.22
H (0.7438, 1.2698, 0.1493)  0.18
H (3.1980, 0.5628, 0.1316)  0.22
H (2.6254, 0.7095, -1.5413)  0.21
H (2.7654, -0.8973, -0.7681)  0.22

***

Entry 13:
ORCA calculation (ωB97M-V/def2-TZVPD) on a single C5H11N molecule.

Computed properties:
- SMILES: C=CC[C@H](C)N
- HOMO energy: -8.5 eV
- Relative energy (zero: lowest compared OMol25 entry of this formula, charge and spin): 2.3048 eV
- Orbital gap: 9.6 eV

Each line ends with the natural charge from an NBO analysis.
Positions of all 17 atoms, in Å:
C (1.1513, 1.9570, 1.2588)  -0.42
C (1.0727, 0.9707, 0.2811)  -0.16
C (-0.1717, 0.7628, -0.5375)  -0.48
C (-0.7162, -0.5969, 0.0122)  -0.03
C (0.4972, -1.5892, -0.0127)  -0.64
N (-1.8460, -1.1387, -0.7231)  -0.86
H (2.1807, 2.4124, 1.3071)  0.21
H (0.2910, 2.3610, 1.6980)  0.19
H (2.0167, 0.5006, 0.0204)  0.20
H (0.0457, 0.5630, -1.6076)  0.21
H (-0.9948, 1.4280, -0.6208)  0.22
H (-1.1656, -0.4815, 1.0138)  0.19
H (0.2045, -2.6020, 0.3363)  0.23
H (1.2225, -1.3993, 0.8186)  0.22
H (0.8856, -1.4334, -1.0390)  0.21
H (-1.8901, -1.0284, -1.7820)  0.36
H (-2.7837, -0.6863, -0.4237)  0.36

***

Computed max |F| (eV Å⁻¹) in order:
3.64, 0.25, 4.95, 3.50, 3.14, 5.88, 5.77, 3.87, 4.75, 2.46, 1.43, 0.88, 4.72